Entry 1:
DFT (the ωB97M-V functional and the def2-TZVPD basis) results for 11 unconnected molecules or ions with the total composition C32H84O16S11 in a non-equilibrium geometry.

```
! wB97M-V def2-TZVPD RIJCOSX def2/J DEFGRID3
* xyz 0 1
C 6.041 0.150 -5.692
C 4.542 0.617 -5.384
O 4.288 0.461 -3.975
C 4.788 1.579 -3.209
C 3.537 2.537 -2.925
O 3.475 3.026 -1.565
S 1.989 2.681 -0.845
O 2.298 2.601 0.625
O 0.924 4.002 -0.997
C 0.610 4.113 -2.410
C -0.851 4.662 -2.708
C -0.913 4.924 -4.300
C -2.170 4.159 -4.928
C -1.771 2.649 -5.327
C -2.886 1.598 -4.851
O -2.305 0.285 -4.776
C -2.154 -0.181 -3.477
C -1.869 -1.746 -3.334
O -2.169 0.487 -2.442
H 6.558 -0.144 -4.721
H 6.601 1.028 -6.150
H 6.058 -0.767 -6.349
H 4.349 1.683 -5.749
H 3.864 -0.058 -6.003
H 5.276 1.178 -2.277
H 5.528 2.134 -3.877
H 3.641 3.436 -3.617
H 2.600 1.984 -3.227
H 0.653 3.055 -2.840
H 1.341 4.818 -2.909
H -1.113 5.578 -2.102
H -1.565 3.805 -2.502
H 0.014 4.443 -4.762
H -0.891 6.024 -4.561
H -2.482 4.769 -5.839
H -3.013 4.129 -4.178
H -1.747 2.651 -6.469
H -0.734 2.383 -4.967
H -3.460 1.937 -3.945
H -3.642 1.569 -5.708
H -0.746 -1.876 -3.475
H -2.421 -2.356 -4.114
H -2.099 -2.118 -2.287
C -2.305 0.462 0.686
S -1.555 -0.813 1.719
O -2.569 -1.900 1.894
C -1.540 0.161 3.237
H -2.446 0.056 -0.313
H -3.272 0.755 1.100
H -1.640 1.326 0.635
H -2.554 0.473 3.491
H -0.900 1.035 3.103
H -1.140 -0.459 4.040
C -2.752 -5.540 5.639
S -1.990 -5.935 4.051
O -0.773 -6.761 4.330
C -1.433 -4.260 3.689
H -3.141 -6.461 6.075
H -2.009 -5.107 6.311
H -3.573 -4.839 5.484
H -0.772 -3.907 4.483
H -2.296 -3.600 3.598
H -0.889 -4.273 2.745
C 2.896 5.786 2.553
S 1.518 6.061 3.683
O 1.565 7.494 4.106
C 2.192 5.076 5.037
H 2.708 6.346 1.638
H 3.826 6.133 3.007
H 2.967 4.722 2.317
H 3.166 5.469 5.333
H 2.286 4.037 4.719
H 1.505 5.136 5.881
C 6.822 7.472 -0.610
S 6.222 5.830 -0.162
O 7.042 4.832 -0.916
C 4.635 5.975 -1.008
H 7.830 7.590 -0.213
H 6.846 7.577 -1.696
H 6.170 8.230 -0.173
H 4.793 6.173 -2.070
H 4.054 6.782 -0.558
H 4.095 5.035 -0.892
C 7.171 6.432 5.334
S 7.023 7.312 3.765
O 6.408 6.370 2.780
C 8.793 7.373 3.418
H 6.169 6.248 5.721
H 7.681 5.480 5.180
H 7.726 7.047 6.044
H 9.201 6.362 3.385
H 9.295 7.957 4.191
H 8.938 7.855 2.451
C -6.404 1.502 5.819
S -4.645 1.729 6.149
O -3.948 1.787 4.830
C -4.369 0.082 6.833
H -6.786 2.407 5.347
H -6.551 0.654 5.149
H -6.932 1.335 6.760
H -4.644 -0.677 6.098
H -4.963 -0.039 7.740
H -3.311 -0.016 7.077
C 3.678 -4.006 1.797
S 2.066 -4.816 1.870
O 1.033 -3.785 1.549
C 2.059 -5.052 3.658
H 3.878 -3.730 0.762
H 3.672 -3.108 2.417
H 4.448 -4.697 2.143
H 2.156 -4.087 4.161
H 2.883 -5.709 3.941
H 1.113 -5.516 3.941
C -5.253 -9.164 5.504
S -6.590 -8.865 6.677
O -6.520 -7.427 7.076
C -5.877 -9.834 8.022
H -5.468 -8.615 4.587
H -4.307 -8.816 5.921
H -5.195 -10.230 5.280
H -4.892 -9.444 8.280
H -5.800 -10.879 7.717
H -6.535 -9.758 8.887
C -6.014 -2.720 -4.921
S -4.681 -3.702 -4.203
O -3.484 -3.547 -5.090
C -5.416 -5.308 -4.567
H -5.747 -1.666 -4.839
H -6.144 -2.981 -5.972
H -6.937 -2.903 -4.370
H -5.583 -5.408 -5.641
H -6.359 -5.407 -4.028
H -4.726 -6.085 -4.235
C -1.669 -7.158 -8.460
S -2.749 -6.362 -7.253
O -4.153 -6.768 -7.572
C -2.517 -4.685 -7.875
H -1.690 -8.234 -8.284
H -2.022 -6.949 -9.471
H -0.650 -6.790 -8.334
H -2.817 -4.633 -8.924
H -1.470 -4.399 -7.768
H -3.137 -4.012 -7.286
*
```

Properties
Calculated total energy = -186482.208 eV
E_LUMO = 0.57 eV
HOMO-LUMO gap = 8.63 eV

Here are the Löwdin charges for atoms 1 to 5, given in e: C -0.09; C -0.26; O -0.21; C -0.15; C -0.22

Entry 2:
DFT (the ωB97M-V functional and the def2-TZVPD basis) results for 7 unconnected molecules or ions with the total composition C32H85N7O9 in a non-equilibrium geometry.

```
! wB97M-V def2-TZVPD RIJCOSX def2/J DEFGRID3
* xyz 0 1
C -4.878 3.371 -1.952
O -6.190 3.716 -2.344
C -6.240 4.421 -3.561
C -7.641 4.753 -4.032
C -7.513 5.579 -5.291
N -8.392 5.455 -2.999
H -4.977 2.684 -1.104
H -4.324 4.136 -1.402
H -4.350 2.816 -2.725
H -5.690 5.378 -3.490
H -5.643 3.825 -4.272
H -8.228 3.872 -4.312
H -7.366 6.652 -5.127
H -8.447 5.466 -5.843
H -6.652 5.330 -5.914
H -8.097 6.423 -2.950
H -8.225 4.996 -2.111
C 3.643 -1.635 3.657
O 4.558 -0.562 3.601
C 5.874 -0.974 3.301
C 6.884 0.140 3.141
C 6.796 0.908 1.815
N 8.237 -0.377 3.262
H 2.717 -1.326 4.143
H 3.932 -2.433 4.355
H 3.525 -1.998 2.636
H 6.173 -1.584 4.170
H 5.894 -1.722 2.491
H 6.780 0.836 3.977
H 7.262 1.887 1.904
H 5.754 0.992 1.499
H 7.350 0.359 1.051
H 8.521 -0.603 4.212
H 8.365 -1.292 2.831
C 0.800 -6.716 -1.038
O 1.209 -5.374 -1.145
C 0.432 -4.650 -2.083
C 0.898 -3.182 -2.040
C -0.119 -2.260 -2.663
N 2.213 -3.146 -2.726
H 1.003 -7.274 -1.962
H -0.275 -6.813 -0.853
H 1.399 -7.163 -0.247
H 0.548 -5.062 -3.088
H -0.596 -4.608 -1.699
H 1.200 -2.879 -1.029
H -0.353 -2.581 -3.683
H 0.246 -1.237 -2.753
H -1.059 -2.296 -2.110
H 2.802 -3.819 -2.246
H 2.689 -2.256 -2.567
C 1.613 0.318 1.100
O 0.417 -0.286 0.620
C -0.658 0.653 0.765
C -1.641 0.421 -0.381
C -1.115 1.088 -1.649
N -2.974 0.987 -0.039
H 1.642 0.303 2.190
H 1.824 1.263 0.598
H 2.472 -0.242 0.711
H -1.162 0.467 1.717
H -0.275 1.660 0.599
H -1.780 -0.636 -0.630
H -1.147 2.178 -1.591
H -1.642 0.692 -2.518
H -0.054 0.874 -1.816
H -3.116 0.584 0.889
H -3.667 0.500 -0.603
C -4.907 -4.038 -3.193
O -3.968 -3.426 -2.356
C -4.538 -2.556 -1.405
C -5.439 -1.460 -1.933
C -4.811 -0.681 -3.085
N -5.780 -0.539 -0.830
H -5.522 -4.775 -2.662
H -4.396 -4.542 -4.015
H -5.618 -3.397 -3.727
H -5.012 -3.110 -0.586
H -3.732 -1.980 -0.934
H -6.343 -1.938 -2.329
H -3.788 -0.345 -2.887
H -5.261 0.280 -3.360
H -4.865 -1.266 -4.003
H -6.525 0.087 -1.120
H -6.205 -1.046 -0.057
C 5.273 -1.189 -1.477
O 3.902 -1.054 -1.750
C 3.518 0.169 -2.334
C 4.147 1.428 -1.679
N 3.163 2.508 -1.449
C 3.914 3.717 -1.047
C 3.013 4.552 -0.117
O 2.461 3.698 0.886
C 1.266 4.172 1.441
H 5.637 -0.405 -0.811
H 5.895 -1.188 -2.381
H 5.523 -2.135 -0.996
H 2.441 0.281 -2.237
H 3.888 0.211 -3.367
H 5.072 1.779 -2.124
H 4.379 1.167 -0.634
H 2.536 2.411 -0.665
H 4.162 4.370 -1.893
H 4.905 3.522 -0.619
H 2.282 5.124 -0.684
H 3.735 5.189 0.407
H 1.394 5.028 2.112
H 0.795 3.301 1.904
H 0.478 4.495 0.741
C 1.085 -3.564 2.301
O 0.640 -3.597 3.648
C -0.750 -3.384 3.816
C -0.984 -2.237 4.793
N -0.556 -0.953 4.253
C -0.404 0.082 5.253
C 0.498 1.178 4.751
O 1.815 0.621 4.738
C 2.800 1.542 4.289
H 1.008 -2.584 1.816
H 0.514 -4.229 1.643
H 2.103 -3.923 2.446
H -1.170 -4.302 4.233
H -1.320 -3.164 2.907
H -0.405 -2.580 5.665
H -2.041 -2.217 5.068
H 0.250 -1.185 3.686
H 0.047 -0.384 6.138
H -1.359 0.499 5.582
H 0.488 2.079 5.379
H 0.378 1.526 3.714
H 2.690 1.601 3.200
H 3.812 1.237 4.537
H 2.611 2.517 4.751
*
```

Properties
Calculated total energy = -63413.336 eV
Structure (SMILES) = COC[C@H](C)N.COC[C@H](C)N.COC[C@H](C)N.COC[C@H](C)N.COC[C@H](C)N.COCCNCCOC.COCCNCCOC
E_LUMO = 0.70 eV
HOMO-LUMO gap = 9.04 eV
Relative energy (zero: lowest compared OMol25 entry of this formula, charge and spin) = 179.6 kJ/mol

Here are the Löwdin charges for atoms 1 to 5, given in e: C -0.12; O -0.19; C -0.24; C -0.45; C -0.08

Entry 3:
DFT (the ωB97M-V functional and the def2-TZVPD basis) results for 10 unconnected molecules or ions with the total composition C32H88O38P8 in a non-equilibrium geometry.

```
! wB97M-V def2-TZVPD RIJCOSX def2/J DEFGRID3
* xyz 0 1
C 4.679 38.321 -22.457
O 5.397 39.223 -21.637
P 5.131 40.789 -21.769
O 5.529 41.391 -23.117
O 3.558 40.826 -21.368
C 2.879 42.105 -21.329
O 5.942 41.409 -20.530
C 6.651 42.597 -20.647
H 3.997 37.665 -21.916
H 5.463 37.756 -22.962
H 3.990 38.758 -23.179
H 3.161 42.868 -22.054
H 2.870 42.579 -20.347
H 1.875 41.948 -21.723
H 6.444 43.241 -19.792
H 6.450 43.124 -21.580
H 7.734 42.471 -20.664
C 18.562 31.320 -22.814
O 18.140 31.009 -24.169
P 16.537 31.015 -24.458
O 15.802 32.062 -23.731
O 16.498 31.107 -26.124
C 17.280 30.254 -26.938
O 16.030 29.512 -24.154
C 15.704 29.070 -22.884
H 18.632 32.405 -22.741
H 19.531 30.874 -22.590
H 17.875 30.960 -22.048
H 17.812 29.466 -26.405
H 17.967 30.813 -27.574
H 16.573 29.753 -27.599
H 15.868 29.843 -22.133
H 16.226 28.173 -22.552
H 14.638 28.843 -22.895
C 16.761 28.241 -10.728
O 15.700 28.183 -9.833
P 15.452 26.873 -8.924
O 15.637 25.557 -9.497
O 16.320 27.069 -7.621
C 16.452 28.332 -6.982
O 13.900 27.108 -8.391
C 12.755 26.805 -9.155
H 16.318 28.266 -11.723
H 17.522 27.467 -10.624
H 17.177 29.225 -10.514
H 17.473 28.421 -6.609
H 15.837 28.387 -6.084
H 16.380 29.179 -7.664
H 13.000 26.462 -10.160
H 12.056 27.599 -9.419
H 12.150 26.111 -8.571
C 13.958 21.416 -20.653
O 12.771 20.623 -20.498
P 11.311 21.222 -20.735
O 11.227 22.266 -21.757
O 10.385 19.906 -21.041
C 10.213 18.919 -20.030
O 10.793 21.668 -19.260
C 9.495 22.183 -19.004
H 14.599 21.218 -19.794
H 13.746 22.483 -20.597
H 14.534 21.182 -21.548
H 10.616 19.215 -19.061
H 10.559 17.917 -20.280
H 9.139 18.761 -19.938
H 8.921 22.144 -19.929
H 9.511 23.202 -18.616
H 8.959 21.583 -18.269
C 15.469 32.786 -15.114
O 15.079 33.041 -13.799
P 14.511 34.520 -13.431
O 13.808 35.225 -14.558
O 15.755 35.291 -12.740
C 16.286 34.933 -11.475
O 13.542 34.266 -12.089
C 12.355 33.645 -12.280
H 14.842 32.052 -15.622
H 16.451 32.337 -14.968
H 15.589 33.654 -15.761
H 16.882 34.030 -11.605
H 15.499 34.844 -10.726
H 16.933 35.734 -11.116
H 12.328 32.637 -11.867
H 12.037 33.598 -13.322
H 11.577 34.284 -11.862
C 5.099 24.397 -10.278
O 3.912 25.027 -9.855
P 3.809 25.690 -8.368
O 3.908 24.723 -7.241
O 5.063 26.833 -8.332
C 5.157 27.699 -7.211
O 2.455 26.575 -8.398
C 1.171 25.926 -8.320
H 5.312 24.818 -11.261
H 4.966 23.326 -10.434
H 5.953 24.559 -9.621
H 6.212 27.842 -6.975
H 4.604 27.344 -6.341
H 4.779 28.650 -7.586
H 0.569 26.192 -9.188
H 0.618 26.435 -7.531
H 1.224 24.856 -8.119
C 4.751 36.730 -9.740
O 4.004 36.129 -10.785
P 3.025 34.842 -10.509
O 2.079 34.568 -11.650
O 4.106 33.604 -10.170
C 4.675 32.800 -11.244
O 2.346 35.116 -9.038
C 1.473 36.180 -8.788
H 4.177 37.020 -8.859
H 5.049 37.713 -10.106
H 5.560 36.162 -9.281
H 4.124 31.861 -11.290
H 5.717 32.522 -11.086
H 4.564 33.365 -12.170
H 1.837 36.768 -7.945
H 0.428 35.929 -8.609
H 1.344 36.918 -9.580
C 1.393 27.924 -14.912
O 1.916 28.821 -15.870
P 2.952 28.296 -16.980
O 3.896 27.281 -16.512
O 2.030 27.875 -18.222
C 1.399 26.623 -18.225
O 3.642 29.736 -17.480
C 2.829 30.857 -17.674
H 2.143 27.148 -14.760
H 0.465 27.433 -15.205
H 1.192 28.514 -14.017
H 0.343 26.552 -17.965
H 1.809 25.963 -17.461
H 1.639 26.160 -19.182
H 3.141 31.369 -18.584
H 3.110 31.594 -16.922
H 1.757 30.666 -17.621
C 9.075 31.932 -20.619
C 10.255 32.393 -19.765
O 9.964 31.972 -18.447
C 10.238 30.743 -18.010
O 10.846 29.890 -18.631
O 9.530 30.528 -16.927
C 9.606 29.319 -16.262
H 9.047 32.507 -21.544
H 8.179 32.336 -20.148
H 9.056 30.857 -20.802
H 10.333 33.476 -19.678
H 11.199 32.035 -20.176
H 10.574 28.817 -16.258
H 8.937 28.553 -16.653
H 9.326 29.492 -15.223
C 7.904 39.146 -15.953
C 8.356 40.112 -14.899
O 7.695 41.378 -15.105
C 7.688 42.275 -14.210
O 8.125 42.083 -13.044
O 7.236 43.472 -14.717
C 7.293 44.621 -13.895
H 8.177 38.110 -15.749
H 8.395 39.465 -16.873
H 6.828 39.205 -16.117
H 9.424 40.137 -14.678
H 7.998 39.745 -13.937
H 6.909 44.468 -12.887
H 6.717 45.441 -14.325
H 8.339 44.872 -13.719
*
```

Properties
Calculated total energy = -186740.098 eV
Structure (SMILES) = COP(=O)(OC)OC.COP(=O)(OC)OC.COP(=O)(OC)OC.COP(=O)(OC)OC.COP(=O)(OC)OC.COP(=O)(OC)OC.COP(=O)(OC)OC.COP(=O)(OC)OC.CCOC(=O)OC.CCOC(=O)OC
E_LUMO = 0.13 eV
HOMO-LUMO gap = 10.58 eV
Relative energy (zero: lowest compared OMol25 entry of this formula, charge and spin) = 552.7 kJ/mol

Here are the Löwdin charges for atoms 1 to 5, given in e: C -0.11; O -0.21; P 0.47; O -0.28; O -0.22